1.
DFT (ωB97M-V with the def2-TZVPD basis set) results for a 2-piece molecular cluster, C3H4N2O5 overall.

The geometry in ORCA input format:
```
! wB97M-V def2-TZVPD RIJCOSX def2/J DEFGRID3
* xyz 0 1
O 0.5063 -1.3020 0.2983
O 0.4707 1.1538 -1.4774
O 0.7160 0.3416 2.4700
O -1.4422 -1.4412 -2.5263
O -0.1444 1.7880 1.0027
N -1.2411 -1.8535 -1.2528
N -0.8458 -0.2416 -2.7565
C -0.0936 -0.0077 -1.7211
C 0.2394 1.5015 2.1313
C -0.4084 -1.0119 -0.7304
H 0.4443 2.2827 2.8807
H 0.4904 -2.2439 0.5166
H 0.7296 -0.3214 1.6771
H 0.5786 1.3555 -0.5122
*
```

## Properties
- Energy above the lowest of the compared OMol25 structures with the same formula, charge and spin: 32.43 kcal/mol
- HOMO energy: -10.06 eV
- Total energy: -602.3360 hartree
- SMILES: Oc1nonc1O.O=CO
- Frontier orbital gap: 10.167 eV

---

2.
DFT (ωB97M-V with the def2-TZVPD basis set) results for a 2-piece molecular cluster, C3H12N3S overall.

The geometry in ORCA input format:
```
! wB97M-V def2-TZVPD RIJCOSX def2/J DEFGRID3
* xyz 1 1
S 2.7520 -0.3984 -0.7350
N -2.5286 -0.2409 -1.0303
N -0.7002 0.5348 0.8591
N 0.5626 0.6041 0.3808
C 0.6926 -1.8244 0.6835
C 1.2762 -0.5266 0.2105
C 0.9453 2.0011 0.1089
H 3.2171 -1.6055 -0.2098
H -0.1277 -2.2196 0.1850
H 0.3164 -1.8117 1.7011
H -1.3900 -0.0402 0.3481
H -3.2664 0.5818 -1.0076
H 1.3739 -2.6228 0.5401
H -1.0275 1.5169 0.8300
H 0.7439 2.5264 1.1086
H 0.2213 2.3638 -0.6398
H -1.9951 0.1402 -1.7633
H 1.9320 2.0763 -0.2005
H -2.9978 -1.0551 -1.3694
*
```

## Properties
- Energy above the lowest of the compared OMol25 structures with the same formula, charge and spin: 69.51 kcal/mol
- HOMO energy: -13.05 eV
- Total energy: -683.6559 hartree
- Frontier orbital gap: 9.240 eV

---

3.
DFT (ωB97M-V with the def2-TZVPD basis set) results for a 2-piece molecular cluster, C3H11NOS2 overall.

The geometry in ORCA input format:
```
! wB97M-V def2-TZVPD RIJCOSX def2/J DEFGRID3
* xyz 0 1
S 1.8215 -0.4856 0.5063
S 1.1145 0.4366 -1.2055
O -0.4540 -3.0539 0.7797
N -1.8959 0.6722 -0.3357
C 0.2967 1.8429 -0.3121
C -0.8967 1.3546 0.4884
C -2.9544 0.1325 0.5195
H -0.0811 -2.2435 0.3859
H -2.5837 -0.5898 1.2526
H -1.5029 -0.1212 -0.8164
H -0.3788 -3.6897 0.0586
H 1.0729 2.1854 0.3737
H 0.0874 2.6385 -1.0162
H -0.5452 0.6878 1.2886
H -3.6547 -0.4044 -0.1247
H -3.5505 0.9089 0.9840
H 2.7948 -1.2224 -0.0430
H -1.4209 2.1889 0.9541
*
```

## Properties
- Energy above the lowest of the compared OMol25 structures with the same formula, charge and spin: 12.57 kcal/mol
- HOMO energy: -8.54 eV
- Total energy: -1047.2473 hartree
- SMILES: CNCCSS.O
- Frontier orbital gap: 8.954 eV

---

4.
DFT (ωB97M-V with the def2-TZVPD basis set) results for a 13-piece molecular cluster, C21H72N14O13 overall.

The geometry in ORCA input format:
```
! wB97M-V def2-TZVPD RIJCOSX def2/J DEFGRID3
* xyz -1 2
O 2.6379 4.3980 4.9537
O 2.0280 -1.3763 3.3431
O -6.5004 -3.4001 1.2265
O 1.8565 4.2066 -0.3409
O -1.1323 -1.4212 1.3328
O 2.8881 -2.7846 -3.8821
O -2.6718 -2.5793 -2.1349
O 0.9820 0.7728 -2.3514
O 2.4126 -3.4204 1.4764
O -3.4458 -0.1389 -3.0748
O 4.3487 -0.3982 -1.5952
O -3.2195 2.1910 2.4044
O -0.1084 0.0153 3.9048
N 3.0811 6.0751 1.3235
N 0.3580 0.1793 0.9118
N 2.3654 -5.6466 1.7417
N -3.7988 -0.4801 -0.0226
N -0.5495 -0.8984 -0.6694
N 2.7615 -1.7010 -0.7283
N -0.4103 -1.2441 -4.1141
N 2.9139 1.7105 -2.9763
N 4.2228 -0.6059 0.5626
N 0.8992 -4.6761 0.4355
N 1.1551 2.5810 -3.5828
N -3.4067 -3.2805 0.7701
N 2.5731 2.3714 5.8470
N 1.5887 2.6637 4.0739
C 2.7999 3.2184 0.1866
C -3.4696 0.8138 0.4884
C 2.2802 3.2352 4.9410
C 1.9403 -4.5250 1.1785
C 0.4976 -2.3365 -4.2188
C 1.9252 -1.7930 -4.1865
C 0.2891 -3.1566 -5.4973
C -3.6792 0.8993 1.9810
C -7.0389 -2.5527 0.1979
C 2.7654 6.4610 -0.0381
C 4.1506 -2.5306 -4.5822
C -4.2843 1.8869 -0.1700
C -5.5489 -2.7021 2.0754
C -3.2489 2.2939 3.7984
C -4.1342 -3.3988 1.9819
C 2.6194 5.2530 -0.9179
C -3.2101 -3.0570 3.1279
C 1.6599 1.6315 -2.9049
C 3.7465 -0.8716 -0.6586
C 3.8839 7.4461 -0.4377
C -0.5101 -0.7263 0.5906
H 0.5842 0.3004 1.8887
H 4.7130 -3.4329 -4.3419
H -3.1229 -3.4208 -2.0669
H 2.1685 -1.2976 -5.1264
H -2.2222 -3.4119 2.8341
H 1.0857 -3.8106 -5.8519
H 2.6420 3.0540 1.2525
H 4.1172 -2.5040 -5.6714
H 3.4019 2.6856 6.3313
H -3.1955 -1.1623 0.4140
H 2.8684 -0.9218 3.4017
H -3.2904 -0.9947 -2.6752
H 4.9290 0.1160 0.5796
H -0.9198 -0.2207 3.4551
H -3.6041 -0.3425 -1.0041
H -3.0902 -1.9764 3.2059
H -0.4512 -0.6965 -4.9618
H -7.8479 -2.9947 -0.3838
H 3.8864 3.2727 0.1184
H -4.5134 -4.4207 1.9796
H 2.5277 1.3827 5.6458
H 4.9165 7.1339 -0.2818
H 2.3280 -1.8098 -1.6340
H -2.6122 -2.7109 1.0240
H -4.2678 2.2430 4.1822
H -6.2121 -2.1325 -0.3746
H 0.1412 -0.6862 -3.4778
H 4.0445 -1.2343 1.3329
H 3.5931 4.9457 -1.2993
H -5.8857 -2.7267 3.1118
H 4.6273 -1.6199 -4.2196
H 2.2379 -2.2175 2.9374
H 3.3501 2.3559 -3.6191
H 1.7794 3.1674 -4.1181
H -1.0697 -1.7194 -0.9441
H 3.4646 1.0885 -2.4018
H -3.9416 1.8839 -1.2047
H -2.5746 0.1746 -3.3174
H 1.1514 1.7638 4.2122
H -2.4307 1.1047 0.3326
H -5.3268 1.5810 -0.0820
H 0.4722 -0.7317 3.7599
H 2.3418 -2.0502 0.1213
H -3.8794 -2.5911 0.2031
H 2.0588 -1.0100 -3.4401
H 1.0733 0.5279 0.2897
H -2.7485 1.4293 4.2344
H 1.4163 3.1460 3.2035
H 2.7440 6.7011 2.0409
H 3.7549 7.8432 -1.4446
H 3.7055 8.2498 0.2767
H 0.5109 -5.5867 0.2353
H 1.8621 7.0710 -0.0487
H -3.5387 -3.5751 4.0288
H -5.4555 -1.6425 1.8373
H -2.7920 3.2266 4.1292
H 0.5327 -3.8655 -0.0426
H 2.0286 -6.5321 1.3915
H 0.2805 3.0552 -3.4090
H -4.1991 2.9008 0.2209
H -1.9843 -2.7274 -2.7842
H -4.7297 0.7062 2.1987
H 4.0908 6.0517 1.3224
H 0.1760 -2.4934 -6.3550
H 0.2584 -3.0316 -3.4139
H -3.0914 0.1041 2.4395
H -0.0411 -0.3399 -1.3400
H -7.6575 -1.8019 0.6896
H 3.2195 -5.5687 2.2750
H 2.3460 5.6908 -1.8779
H -0.5832 -3.8048 -5.4133
H 2.5863 2.2574 -0.2813
*
```

## Properties
- Energy above the lowest of the compared OMol25 structures with the same formula, charge and spin: 0.00 kcal/mol
- HOMO energy (alpha / beta): 0.25 / -6.35 eV
- Expectation value of S²: 0.7505
- Total energy: -2588.0062 hartree
- Frontier orbital gap (alpha / beta): 1.521 / 8.028 eV

---

5.
DFT (ωB97M-V with the def2-TZVPD basis set) results for C3H5FO3P as an isolated structure.

The geometry in ORCA input format:
```
! wB97M-V def2-TZVPD RIJCOSX def2/J DEFGRID3
* xyz -1 1
P 1.8348 -0.7236 -0.0412
F 1.0522 2.2047 0.6348
O 3.2082 -0.8964 -0.7327
O 1.3982 -1.9536 0.7037
O 0.5760 1.4512 -1.4532
C -1.3455 -0.6305 -0.1515
C 0.4537 1.1999 -0.3120
C -0.7423 0.6323 0.4620
H -1.5249 -0.7364 -1.2422
H -0.6664 -1.4305 -0.0367
H -2.2874 -0.8620 0.2793
H -1.5251 1.3064 0.3326
H -0.4313 0.4386 1.5572
*
```

## Properties
- Energy above the lowest of the compared OMol25 structures with the same formula, charge and spin: 56.33 kcal/mol
- HOMO energy: -4.66 eV
- Total energy: -784.3449 hartree
- Frontier orbital gap: 8.551 eV

---

6.
DFT (ωB97M-V with the def2-TZVPD basis set) results for an isolated ion of composition C7H16N and charge +1.

The geometry in ORCA input format:
```
! wB97M-V def2-TZVPD RIJCOSX def2/J DEFGRID3
* xyz 1 1
N 1.7154 0.9330 -0.5514
C -2.4691 0.6062 2.0847
C 1.8260 -0.6923 -2.3842
C -1.9159 0.2241 0.7229
C 0.2809 -0.3122 1.7766
C 0.8528 0.0989 -1.4911
C -0.4951 -0.2822 0.6946
C -0.0160 -0.8430 -0.6463
H -0.0528 0.0807 2.7250
H 2.1602 -1.5330 -1.7879
H -1.8569 1.3908 2.5326
H 1.1341 1.5398 0.0307
H 1.1974 -0.8831 1.8587
H 1.2906 -1.0211 -3.2752
H 2.3643 1.5008 -1.0975
H -3.4790 0.9726 1.9499
H -2.1943 0.9832 -0.0133
H 2.2675 0.3365 0.0665
H 0.4373 -1.7973 -0.4372
H -2.4740 -0.6550 0.3487
H 0.1767 0.7834 -1.9784
H -0.9114 -1.1060 -1.2113
H -2.5293 -0.2242 2.7790
H 2.6907 -0.1007 -2.6961
*
```

## Properties
- Energy above the lowest of the compared OMol25 structures with the same formula, charge and spin: 13.12 kcal/mol
- HOMO energy: -13.54 eV
- Total energy: -330.8077 hartree
- SMILES: C=C(CC)C[C@H](C)[NH3+]
- Frontier orbital gap: 10.258 eV

---

7.
DFT (ωB97M-V with the def2-TZVPD basis set) results for C21H16N4O7PdS4 as an isolated structure.

The geometry in ORCA input format:
```
! wB97M-V def2-TZVPD RIJCOSX def2/J DEFGRID3
* xyz -2 1
Pd 0.0976 1.1674 0.4265
S 0.2409 3.3125 -0.2150
S -4.1343 -0.5076 -3.8638
S 2.1880 -3.2503 -0.9910
S -1.0010 2.3926 2.0469
O 1.2494 -3.6002 -2.0143
O 3.4151 -3.9856 -0.8215
O -5.2015 -0.3305 -2.5077
O -4.1409 -1.9461 -4.1408
O 0.2161 -0.7804 1.3184
O 2.1086 0.0657 2.1931
O -1.2825 0.3380 -1.5823
N -1.7367 5.6690 3.9509
N 1.3922 -3.3264 0.4406
N -2.7355 -0.0416 -3.2661
N 0.2130 7.0994 0.2638
C -0.1673 6.2131 0.8973
C 3.8995 -1.1286 -0.8442
C 2.2413 -3.1002 1.6157
C 1.6294 -0.6188 -1.4845
C 1.9460 0.7316 -1.4918
C -3.8461 -1.4511 1.2328
C -3.3693 -0.6001 -0.9774
C -0.4924 3.8244 1.2505
C -5.1950 -1.5425 0.9061
C 2.6124 -1.5421 -1.1542
C 1.5461 -2.2126 2.6402
C -4.7235 -0.7110 -1.2971
C -1.2425 5.4210 2.9382
C -2.9459 -0.9797 0.2924
C -2.3878 -0.0721 -1.9755
C 1.2935 -0.8343 2.0350
C 3.5442 2.6390 -1.1260
C 3.2304 1.1704 -1.1631
C 4.1999 0.2247 -0.8533
C -0.6367 5.1278 1.6862
C -5.6353 -1.1799 -0.3543
H 1.1707 1.4362 -1.7731
H -5.9086 -1.9018 1.6391
H -3.4966 -1.7385 2.2164
H 3.1348 3.0911 -0.2197
H 3.0983 3.1590 -1.9747
H 0.5793 -2.7092 0.4350
H 5.2028 0.5515 -0.6023
H 3.1666 -2.5984 1.3189
H 4.6490 -1.8674 -0.5951
H 4.6208 2.8133 -1.1359
H -6.6779 -1.2498 -0.6367
H 2.2241 -2.1071 3.4873
H 2.5150 -4.0597 2.0566
H 0.6238 -0.9270 -1.7339
H 0.6040 -2.6525 2.9731
H -1.8952 -0.8945 0.5342
*
```

## Properties
- Energy above the lowest of the compared OMol25 structures with the same formula, charge and spin: 19.99 kcal/mol
- HOMO energy: -3.29 eV
- Total energy: -3276.3474 hartree
- Frontier orbital gap: 7.451 eV

---

8.
DFT (ωB97M-V with the def2-TZVPD basis set) results for a 2-piece molecular cluster, CH4NO2Si overall.

The geometry in ORCA input format:
```
! wB97M-V def2-TZVPD RIJCOSX def2/J DEFGRID3
* xyz -1 1
Si -0.8409 0.6601 -0.7730
O -1.5987 1.4608 0.3465
O 1.0863 0.1473 2.3917
N 0.8411 -0.5291 1.4285
C 0.8830 -1.0025 0.3242
H 0.5268 1.0242 -1.2541
H -0.7372 -0.7914 -0.5318
H 1.4563 -1.7965 0.0597
H -1.6167 0.8270 -1.9916
*
```

## Properties
- Energy above the lowest of the compared OMol25 structures with the same formula, charge and spin: 126.26 kcal/mol
- HOMO energy: -3.58 eV
- Total energy: -535.1088 hartree
- Frontier orbital gap: 7.476 eV

---

Question: Among the records above, which one has the lowest energy above the lowest of the compared OMol25 structures with the same formula, charge and spin?
Answer: C21H72N14O13

---

Question: What is the total energy in the second record?
Answer: -683.6559 hartree